Record 1
49
Properties=species:S:1:pos:R:3:nbo_charge:R:1 method="wB97M-V/def2-TZVPD" orbital_gap_ha=0.3677 lumo_ev=-2.5 mol_weight_g_mol=364.51 charge=+1 e_homo_ev=-12.493
C 3.587 -1.985 -1.018 -0.698
C 2.086 -1.615 -0.993 0.321
N 1.664 -0.842 -0.079 -0.653
C 1.076 -2.189 -2.032 -0.504
C -0.309 -1.985 -1.439 0.182
C -0.991 -0.801 -1.439 -0.042
N -2.180 -1.047 -0.769 -0.456
C -2.212 -2.308 -0.394 0.246
N -1.090 -2.915 -0.777 -0.462
H 3.857 -2.752 -1.757 0.223
H 3.837 -2.342 -0.004 0.242
H 4.140 -1.044 -1.172 0.256
H 2.456 -0.570 0.511 0.379
H 1.275 -3.250 -2.247 0.242
H 1.180 -1.610 -2.966 0.261
H -0.598 0.109 -1.881 0.266
H -2.842 -0.285 -0.633 0.473
H -3.054 -2.719 0.158 0.254
H -0.868 -3.884 -0.591 0.456
C -5.905 1.334 -3.614 -0.408
C -5.662 2.838 -3.440 -0.401
C -6.051 3.205 -2.002 -0.679
S -5.798 1.724 -1.022 2.169
O -7.072 1.268 -0.539 -0.923
O -4.664 1.913 -0.143 -0.963
C -5.301 0.675 -2.380 -0.677
H -5.457 0.954 -4.532 0.230
H -6.978 1.134 -3.655 0.226
H -4.603 3.056 -3.601 0.208
H -6.229 3.424 -4.162 0.238
H -5.430 4.006 -1.607 0.259
H -7.102 3.479 -1.928 0.258
H -5.663 -0.339 -2.215 0.254
H -4.210 0.685 -2.423 0.211
C 5.083 1.286 4.642 -0.406
C 4.893 -0.197 4.981 -0.402
C 4.343 -0.887 3.728 -0.679
S 4.943 0.064 2.328 2.166
O 3.812 0.673 1.662 -0.966
O 5.918 -0.712 1.604 -0.936
C 5.781 1.317 3.286 -0.673
H 5.665 1.804 5.402 0.235
H 4.108 1.776 4.571 0.217
H 5.857 -0.635 5.248 0.215
H 4.225 -0.334 5.830 0.231
H 4.696 -1.912 3.641 0.255
H 3.254 -0.866 3.705 0.244
H 5.705 2.278 2.783 0.261
H 6.827 1.021 3.375 0.248


Record 2
21
Properties=species:S:1:pos:R:3:nbo_charge:R:1 method="wB97M-V/def2-TZVPD" orbital_gap_ha=0.3009 lumo_ev=0.2 mol_weight_g_mol=238.09 e_homo_ev=-8.011
Br 5.048 0.019 -0.206 0.039
N -3.703 -0.055 -0.020 -0.690
C -2.643 -0.065 -0.777 0.397
C -0.860 -0.300 1.097 -0.219
C -1.310 -0.176 -0.187 0.080
C 2.944 0.096 1.724 -0.279
C 1.575 -0.032 2.160 -0.162
C 2.220 -0.018 -0.612 -0.258
C 3.231 0.055 0.405 -0.054
C 0.570 -0.181 1.192 -0.107
C 0.910 -0.006 -0.175 0.164
N -2.891 0.181 -2.098 -0.831
N -0.212 0.005 -0.976 -0.535
H -4.558 -0.107 -0.496 0.328
H -1.628 -0.513 1.912 0.246
H 3.665 0.169 2.524 0.234
H 1.275 0.065 3.201 0.225
H 2.526 -0.059 -1.608 0.225
H -3.701 0.601 -2.539 0.421
H -2.119 -0.135 -2.637 0.366
H -0.339 0.456 -1.883 0.409


Record 3
62
Properties=species:S:1:pos:R:3:nbo_charge:R:1 method="wB97M-V/def2-TZVPD" orbital_gap_ha=0.2426 lumo_ev=2.1 mol_weight_g_mol=1082.22 charge=-1 e_homo_ev=-4.487
Pb 0.289 0.366 -0.290 1.516
Cl 6.974 0.826 2.716 -0.007
C 5.419 0.202 2.364 -0.105
C 4.642 0.992 1.511 -0.261
C 3.503 0.463 0.896 0.212
N 2.696 1.120 -0.013 -0.768
C 3.262 2.044 -0.812 0.589
O 4.429 2.430 -0.756 -0.676
C 2.374 2.512 -1.932 0.147
C 2.945 3.325 -2.889 -0.229
C 2.183 3.862 -3.893 -0.159
C 0.833 3.542 -4.007 -0.265
C 0.356 2.610 -3.103 0.043
N 1.078 2.090 -2.075 -0.503
C 3.113 -0.862 1.247 0.121
C 3.817 -1.608 2.185 -0.271
C 4.998 -1.100 2.692 -0.090
Cl 5.915 -2.128 3.679 0.000
N 1.971 -1.244 0.631 -0.752
C 1.759 -2.550 0.364 0.602
O 2.244 -3.519 0.965 -0.676
C 0.834 -2.847 -0.805 0.146
C 0.668 -4.177 -1.178 -0.220
C -0.313 -4.517 -2.119 -0.160
C -1.156 -3.536 -2.625 -0.258
C -0.778 -2.218 -2.356 0.055
N 0.134 -1.870 -1.432 -0.521
H 4.997 1.991 1.251 0.257
H 4.029 3.471 -2.851 0.253
H 2.585 4.608 -4.543 0.208
H 0.125 3.918 -4.770 0.225
H -0.695 2.373 -3.096 0.232
H 3.468 -2.627 2.384 0.268
H 1.372 -4.846 -0.727 0.255
H -0.528 -5.564 -2.277 0.213
H -2.027 -3.764 -3.243 0.226
H -1.402 -1.445 -2.787 0.216
C -1.471 -1.857 2.515 -0.651
C -2.654 -1.317 1.752 0.225
C -3.944 -1.940 1.945 -0.255
C -5.025 -1.419 1.298 -0.154
C -4.851 -0.327 0.410 -0.113
C -5.865 0.259 -0.426 -0.158
Br -7.610 -0.445 -0.619 0.003
C -5.613 1.432 -1.153 -0.222
C -4.304 1.864 -1.339 -0.279
Br -3.983 3.439 -2.270 0.044
C -3.213 1.029 -0.880 0.480
O -2.041 1.080 -1.367 -0.791
C -3.510 0.059 0.161 0.064
N -2.448 -0.360 0.903 -0.430
H -0.910 -2.709 2.018 0.233
H -1.794 -2.178 3.500 0.210
H -0.755 -1.061 2.582 0.236
H -3.954 -2.725 2.693 0.211
H -6.019 -1.844 1.472 0.221
H -6.519 1.825 -1.603 0.228
Br -0.977 1.535 4.432 0.038
C 0.114 3.104 4.154 -0.514
Br 0.908 3.168 2.349 0.069
H 0.893 3.134 4.902 0.225
H -0.573 3.933 4.263 0.220


Record 4
10
Properties=species:S:1:pos:R:3:nbo_charge:R:1 method="wB97M-V/def2-TZVPD" orbital_gap_ha=0.3097 lumo_ev=-0.6 mol_weight_g_mol=153.04 e_homo_ev=-9.034
C 0.066 0.249 -0.644 -0.374
C 1.189 -0.007 0.293 -0.325
C -1.297 -0.137 -0.087 -0.621
S 0.871 1.771 -0.008 0.149
Br 2.994 -0.638 0.006 0.091
H 0.259 0.245 -1.711 0.246
H 0.775 -0.775 1.956 0.153
H -1.101 -0.877 0.680 0.229
H -1.960 -0.549 -0.790 0.222
H -1.795 0.717 0.304 0.229


Record 5
44
Properties=species:S:1:pos:R:3:nbo_charge:R:1 method="wB97M-V/def2-TZVPD" orbital_gap_ha="0.1178 / 0.1180" multiplicity=3 lumo_ev="4.8 / 4.7" mol_weight_g_mol=505.86 charge=-2 s_squared=2.037 e_homo_ev="1.545 / 1.537"
V 0.098 0.192 0.888 1.108
C 2.027 0.674 2.168 -0.285
C 2.454 -0.197 1.113 -0.221
C 2.302 0.494 -0.131 -0.228
H 2.873 -1.187 1.236 0.239
C 1.729 1.774 0.143 -0.307
C 1.577 1.892 1.568 -0.298
H 1.338 2.806 2.111 0.224
H 2.157 0.500 3.228 0.261
H 2.676 0.165 -1.096 0.239
H 1.587 2.560 -0.597 0.238
C -2.131 0.427 1.646 -0.241
C -1.376 1.585 2.028 -0.327
C -1.086 2.317 0.825 -0.268
H -1.231 1.937 3.048 0.236
C -1.635 1.608 -0.281 -0.285
C -2.266 0.428 0.223 -0.237
H -2.854 -0.278 -0.364 0.238
H -2.613 -0.274 2.320 0.266
H -0.679 3.327 0.773 0.215
H -1.724 1.983 -1.302 0.237
O 0.020 -0.916 -0.504 -0.690
C -0.232 -0.182 -3.631 -0.439
C 0.402 -1.414 -3.076 -0.423
C 0.544 1.067 -3.511 -0.602
C -1.708 -0.137 -3.558 -0.608
C 0.414 -1.855 -1.532 -0.080
H 1.459 -1.396 -3.362 0.168
H -0.085 -2.259 -3.581 0.171
H -0.270 -2.714 -1.407 0.157
H 1.441 -2.191 -1.280 0.134
H 0.664 1.629 -4.446 0.148
H 1.545 0.869 -3.115 0.172
H 0.082 1.732 -2.763 0.124
H -2.223 -0.351 -4.504 0.149
H -2.041 0.844 -3.195 0.152
H -2.063 -0.880 -2.827 0.169
F -0.164 -0.317 4.511 -0.704
Te -0.169 -2.101 3.808 3.100
F -0.157 -3.878 3.094 -0.688
F -0.205 -2.706 5.641 -0.698
F 1.746 -2.126 3.809 -0.700
F -2.087 -2.114 3.769 -0.698
O -0.138 -1.340 2.112 -1.120


Record 6
119
Properties=species:S:1:pos:R:3:mulliken_charge:R:1 method="wB97M-V/def2-TZVPD" orbital_gap_ha=0.2511 lumo_ev=-4.8 mol_weight_g_mol=2503.19 charge=+1 e_homo_ev=-11.659
C 1.677 -4.281 0.491 0.098
C 0.417 -5.066 0.112 -0.794
N -0.442 -4.384 -0.892 -0.370
N -0.519 -2.979 -0.728 1.125
C -1.153 -2.392 0.310 0.388
C -1.890 -3.184 1.382 -0.698
C -3.371 -2.724 1.480 -0.528
F -3.536 -1.852 2.545 -0.343
C -1.180 -1.009 0.458 -1.666
C -0.536 -0.232 -0.498 0.910
S -0.545 1.575 -0.318 1.301
O -0.310 2.124 -1.624 -0.613
O -1.739 2.031 0.324 -0.521
C 0.905 1.953 0.796 0.779
F 0.993 3.222 1.089 -0.097
F 0.791 1.195 1.882 -0.194
F 1.988 1.507 0.142 -0.219
C 0.081 -0.851 -1.572 -2.036
C 0.091 -2.233 -1.690 1.493
C 0.760 -2.878 -2.841 -1.590
I -0.274 -4.316 -4.051 0.136
C 2.033 -2.570 -3.153 0.260
C 2.873 -1.531 -2.400 -1.324
I 3.069 -3.506 -4.763 0.163
H 2.088 -4.750 1.413 0.193
H 2.481 -4.372 -0.251 0.157
H 1.497 -3.229 0.748 -0.298
H 0.759 -5.999 -0.359 0.481
H -0.100 -5.368 1.034 0.321
H -1.405 -4.704 -0.808 0.032
H -1.911 -4.240 1.100 0.364
H -1.432 -3.009 2.365 0.398
H -4.023 -3.594 1.631 0.330
H -3.718 -2.220 0.567 0.336
H -1.691 -0.544 1.300 0.671
H 0.553 -0.216 -2.314 1.251
H 2.585 -0.547 -2.802 0.220
H 3.928 -1.679 -2.647 0.598
H 2.681 -1.573 -1.321 0.221
C 3.029 5.885 1.543 0.509
Cl 2.793 5.784 3.291 -0.118
Cl 3.031 7.565 1.009 -0.058
Cl 4.522 5.067 1.079 -0.049
H 2.204 5.379 1.059 -0.245
C -1.750 1.433 -4.746 0.231
Cl -1.270 -0.167 -4.154 0.014
Cl -0.465 2.131 -5.726 -0.122
Cl -3.253 1.327 -5.661 -0.138
H -1.915 2.078 -3.890 0.079
C 3.137 -0.557 3.793 -0.005
Cl 4.740 -0.704 3.073 -0.060
Cl 1.948 -1.470 2.842 -0.024
Cl 3.143 -1.106 5.464 -0.109
H 2.854 0.489 3.779 0.188
C 1.561 0.188 -8.232 -0.014
Cl 3.172 -0.007 -8.924 -0.123
Cl 0.349 -0.609 -9.233 -0.116
Cl 1.512 -0.441 -6.580 0.026
H 1.332 1.246 -8.197 0.241
C -5.746 -5.310 -1.093 -0.142
Cl -6.318 -5.979 0.433 -0.117
Cl -6.780 -3.993 -1.628 -0.082
Cl -4.067 -4.753 -0.932 -0.045
H -5.774 -6.092 -1.842 0.357
C 5.889 -4.397 1.556 0.094
Cl 5.454 -4.166 -0.143 -0.111
Cl 4.440 -4.481 2.566 -0.103
Cl 6.868 -5.847 1.752 -0.114
H 6.475 -3.544 1.876 0.234
C -1.008 5.887 -0.743 1.334
Cl -0.876 6.705 0.819 -0.114
Cl -2.636 6.049 -1.393 -0.018
Cl 0.193 6.510 -1.875 -0.130
H -0.813 4.837 -0.591 -1.031
C 4.933 3.987 5.952 0.013
Cl 5.912 5.193 5.123 -0.091
Cl 4.808 2.533 4.951 -0.041
Cl 5.610 3.597 7.532 -0.124
H 3.940 4.393 6.098 0.242
C 7.642 2.785 -0.926 -0.076
Cl 7.748 4.080 0.268 -0.122
Cl 8.757 1.477 -0.530 -0.039
Cl 5.983 2.177 -1.035 -0.067
H 7.918 3.190 -1.892 0.314
C 4.683 10.278 -0.831 0.192
Cl 4.875 11.257 0.625 -0.112
Cl 3.032 10.396 -1.447 -0.117
Cl 5.846 10.762 -2.066 -0.129
H 4.875 9.244 -0.571 0.148
C -9.008 -8.216 1.548 0.283
Cl -10.749 -7.993 1.715 -0.122
Cl -8.273 -8.571 3.116 -0.058
Cl -8.653 -9.502 0.390 -0.124
H -8.582 -7.292 1.173 0.035
C -9.384 -9.741 6.650 0.068
Cl -7.761 -9.985 5.993 -0.136
Cl -10.590 -10.535 5.637 -0.102
Cl -9.477 -10.330 8.310 -0.122
H -9.591 -8.679 6.654 0.285
C -4.576 5.040 1.708 0.708
Cl -5.996 4.006 1.511 -0.157
Cl -4.931 6.681 1.169 -0.110
Cl -4.035 5.039 3.388 -0.137
H -3.776 4.643 1.092 -0.329
C 11.465 -0.674 1.854 0.065
Cl 10.975 -0.531 0.162 -0.134
Cl 10.055 -0.600 2.916 -0.105
Cl 12.367 -2.165 2.118 -0.117
H 12.111 0.162 2.091 0.293
C -5.775 8.580 -3.111 -0.033
Cl -4.184 8.457 -3.867 -0.111
Cl -6.987 7.732 -4.072 -0.121
Cl -5.731 7.945 -1.463 -0.042
H -6.049 9.626 -3.066 0.314
C -5.545 1.066 -2.368 -0.071
Cl -5.536 2.230 -1.042 -0.019
Cl -4.395 -0.245 -2.051 -0.018
Cl -7.163 0.416 -2.621 -0.120
H -5.238 1.576 -3.273 0.191